Formula: C22H23F2NO4
Source: the OMol25 dataset
Level of theory: ωB97M-V with the def2-TZVPD basis set

Each line ends with the Mulliken charge.
Element x y z (Å)
C 3.18 -4.07 1.54  -0.914
C 2.53 -4.75 0.34  -1.054
C 1.20 -4.12 0.04  0.864
C 1.14 -2.95 -0.72  -0.820
C -0.06 -2.33 -0.96  -0.879
C -1.26 -2.85 -0.45  0.790
C -2.55 -2.25 -0.64  0.755
C -2.67 -0.95 -1.38  -1.273
N -1.87 0.08 -0.73  0.606
C -2.41 0.42 0.57  -1.180
C -1.69 1.26 -1.55  -1.189
C -0.59 2.14 -1.01  0.056
C -0.68 3.52 -1.07  -1.494
C 0.35 4.31 -0.58  -0.774
C 1.47 3.72 -0.02  0.948
O 2.57 4.41 0.50  -0.416
C 2.59 5.74 0.51  0.440
F 1.56 6.30 1.20  -0.259
F 2.51 6.29 -0.74  -0.258
C 1.57 2.32 0.05  1.062
O 2.71 1.83 0.62  -0.476
C 2.86 0.43 0.69  -0.950
C 0.54 1.55 -0.45  0.075
C -3.64 -2.88 -0.13  -0.423
C -3.55 -4.12 0.61  0.096
O -4.49 -4.72 1.08  -0.634
O -2.30 -4.64 0.79  -0.496
C -1.19 -4.04 0.29  0.143
C 0.03 -4.66 0.53  -0.826
H 4.14 -4.52 1.77  0.373
H 2.54 -4.15 2.42  0.321
H 3.34 -3.01 1.34  0.160
H 2.39 -5.81 0.56  0.396
H 3.19 -4.67 -0.52  0.355
H 2.05 -2.53 -1.12  0.476
H -0.10 -1.42 -1.54  0.585
H -3.74 -0.66 -1.45  0.415
H -2.29 -1.08 -2.40  0.434
H -2.42 -0.47 1.20  0.317
H -3.44 0.81 0.51  0.336
H -1.78 1.17 1.04  0.377
H -1.41 0.94 -2.56  0.358
H -2.62 1.85 -1.64  0.333
H -1.55 3.99 -1.49  0.379
H 0.26 5.38 -0.64  0.372
H 3.53 6.08 0.97  0.200
H 3.82 0.27 1.17  0.320
H 2.07 -0.04 1.29  0.386
H 2.87 -0.02 -0.31  0.387
H 0.57 0.47 -0.40  0.308
H -4.63 -2.47 -0.24  0.447
H 0.04 -5.57 1.11  0.447

## Properties
HOMO energy: -8.7 eV
calculated total energy: -1407.58661 hartree
HOMO-LUMO gap: 0.3162 hartree
structure (SMILES): CCc1ccc2c(CN(C)Cc3ccc(OC(F)F)c(OC)c3)cc(=O)oc2c1
charge: 0